No. 1
C5H11NOS | the ωB97M-V functional and the def2-TZVPD basis

Geometry as XYZ:
```
19
Properties=species:S:1:pos:R:3:mulliken_charge:R:1
C -0.96 1.39 -0.81 -1.2460
H -1.23 0.04 2.12 0.3132
C 2.00 0.22 0.88 -0.6612
H -1.36 2.35 -0.72 0.3305
H -0.75 -2.68 -1.65 0.3219
H -0.57 1.31 -1.72 0.4054
S 0.02 -1.06 -0.33 1.1356
C -1.77 0.39 1.30 -1.1037
H 1.92 -0.22 -1.15 0.2120
H -1.10 -1.34 -2.39 0.3122
C -0.95 0.42 0.07 0.7445
H -2.13 1.45 1.51 0.3581
C -0.24 -1.76 -1.89 -1.2044
H 3.07 0.12 0.90 0.3259
O 0.14 -2.00 0.79 -0.7035
H -2.67 -0.34 1.23 0.2434
H 1.39 -0.19 1.72 0.2323
N 1.56 -0.43 -0.29 -0.2217
H 1.71 1.42 0.71 0.2054
```

Calculated values
ΔE to the lowest compared entry with this formula, charge and spin ... 594.8 kJ/mol
Max |F| ... 4.55 eV/A
Molar mass ... 133.22 g mol⁻¹
HOMO (alpha / beta) ... -8.32 / -8.32 eV
SMILES ... C=C(C)[S@](=C)(=O)NC



No. 2
ClH2NOS2 | the ωB97M-V functional and the def2-TZVPD basis

Geometry as XYZ:
```
7
Properties=species:S:1:pos:R:3:mulliken_charge:R:1
N -0.05 0.44 0.02 -0.4883
O -1.16 2.71 0.07 -0.4673
Cl -4.04 -1.11 -0.30 -0.1184
S -2.97 0.36 0.57 -0.0676
H -0.39 -0.42 0.05 0.3081
H 0.21 0.76 0.86 0.2785
S -1.29 1.44 -0.64 0.5549
```

Calculated values
ΔE to the lowest compared entry with this formula, charge and spin ... 50.1 kJ/mol
Max |F| ... 6.29 eV/A
Molar mass ... 131.61 g mol⁻¹
HOMO ... -9.34 eV



No. 3
C39H49F2INO7 | the ωB97M-V functional and the def2-TZVPD basis

Geometry as XYZ:
```
99
Properties=species:S:1:pos:R:3:mulliken_charge:R:1
C 1.18 1.65 -0.27 0.6222
O 2.62 -2.94 1.44 -0.6172
F 0.27 3.48 1.53 -0.3728
H -6.59 3.55 -1.29 0.4053
H -3.37 -2.00 0.72 0.8417
H 5.28 4.03 5.24 0.4022
O 4.65 2.40 -2.97 -0.5009
H 5.20 1.90 4.00 0.1938
H 6.86 2.29 4.44 0.3349
H 0.05 -6.52 -2.12 0.2771
H -4.13 -3.30 -1.89 0.4070
C 2.67 -0.25 0.09 0.4462
O -1.71 -0.86 1.73 -0.6308
H 1.63 0.41 4.09 0.4495
N 0.88 -7.40 -0.39 -0.5638
C -6.87 1.43 -1.48 0.0127
C -3.80 -2.42 -1.34 -0.2587
H -6.99 1.23 -0.41 0.4412
H 8.69 3.33 3.67 0.2832
H -3.95 -3.62 0.45 0.3571
C 1.66 -2.46 0.87 -0.4517
H 7.08 4.32 1.97 0.3494
H -8.72 0.66 -2.21 0.3792
H -5.80 1.35 -1.72 -0.0644
H -6.19 4.20 -4.41 0.2686
H -5.41 -1.54 -0.21 0.3993
H -7.41 0.49 -3.34 0.1966
H -1.14 -7.20 -1.04 0.4808
C 4.95 -0.34 1.22 -0.2438
H 4.70 4.30 3.59 0.3158
C 2.50 -0.05 3.70 -0.2340
C -4.98 -1.43 -1.20 -0.6342
H 4.55 1.54 -0.46 0.0027
H -5.34 3.35 -3.10 0.2713
H 5.99 -0.51 0.93 0.3557
H 1.66 -5.00 -0.03 0.5667
H -6.00 2.44 -4.47 0.2435
H 0.22 2.92 -1.65 0.4603
H 6.35 4.75 4.04 0.3167
C -0.78 -2.70 0.48 -0.3144
I 2.57 0.41 -3.51 -0.0206
C 7.37 3.26 1.93 -0.3513
H -5.82 -1.23 -3.19 0.2498
C 8.71 3.05 2.61 -1.1907
C -0.42 -5.27 -0.49 1.3385
C 3.52 -0.48 3.23 -0.2648
O -7.41 3.15 -3.14 -0.4213
C 4.06 -0.84 0.08 -1.7189
C -7.30 2.86 -1.76 -0.8521
H 4.86 0.74 1.37 0.1441
F -1.09 1.39 0.17 -0.5314
H 0.68 4.92 0.23 0.3872
H 7.44 2.99 0.88 0.3273
H -4.62 -0.41 -1.26 0.0255
O -3.33 -6.34 -0.08 -0.7565
O 6.33 2.45 2.44 -0.2832
C 0.86 3.04 -0.77 -1.6696
H 4.55 -0.58 -0.87 0.4530
H -1.96 3.80 0.71 0.3029
C 0.67 -4.54 -0.03 -1.0486
C 0.30 -0.45 0.57 0.8015
H 3.53 2.93 -0.69 0.6819
C -3.29 -2.85 0.06 -1.7384
C 3.82 1.76 -2.40 0.2337
H 0.53 -8.27 -0.03 0.2258
H -6.22 -2.72 -2.40 0.4907
H -7.54 -1.08 -0.74 0.3646
H -8.28 3.07 -1.31 0.4209
H 4.65 -2.08 2.49 0.4479
C -6.09 -1.65 -2.22 -0.3954
H -1.64 3.86 -1.02 0.3082
C 4.72 -1.00 2.58 -1.1522
C -1.90 -3.41 0.04 0.7289
C 6.01 2.60 3.82 -0.1330
C -6.18 3.29 -3.80 -0.6541
C -1.33 4.26 -0.05 -1.3211
O -3.21 -5.39 -2.12 -0.7559
H -8.25 -1.65 -2.24 0.3345
H -2.98 -1.94 -1.86 0.3681
C -0.86 -1.30 1.00 -0.3792
H 1.74 3.55 -1.12 0.3883
C -0.20 -6.65 -1.06 -0.6791
C -7.65 0.40 -2.29 -0.5894
H 1.62 -7.61 -1.04 0.2115
C 3.60 1.87 -0.89 -0.8815
C 1.58 -1.00 0.51 0.8207
C 0.14 3.97 0.24 0.4543
H 5.57 -0.78 3.22 0.4869
H 9.47 3.66 2.13 0.4011
C 0.50 -3.26 0.43 0.4918
C 0.14 0.87 0.20 0.5903
H 4.01 -1.92 0.10 0.6935
C 5.56 4.00 4.19 -1.3026
C -7.45 -1.04 -1.83 -0.9452
C 2.45 1.08 -0.33 0.5303
H -1.52 5.33 -0.05 0.3518
C -2.86 -5.57 -0.95 -0.3728
H 9.01 2.00 2.54 0.3086
C -1.70 -4.71 -0.45 -0.1492
```

Calculated values
Net charge ... -1
Max |F| ... 0.67 eV/A
Molar mass ... 808.72 g mol⁻¹
HOMO ... -4.98 eV



No. 4
C2H4N2O | the ωB97M-V functional and the def2-TZVPD basis

Geometry as XYZ:
```
9
Properties=species:S:1:pos:R:3:mulliken_charge:R:1
H -1.57 0.76 0.63 0.2398
N -0.75 0.99 0.11 -0.5909
H -0.14 1.46 0.76 0.2588
H -0.11 0.02 -1.53 0.1922
N 2.45 0.05 0.11 -0.3473
H -0.70 -1.59 0.74 0.3064
C 1.36 -0.07 -0.18 0.1443
C -0.05 -0.11 -0.51 0.3133
O -0.50 -1.50 -0.14 -0.5167
```

Calculated values
ΔE to the lowest compared entry with this formula, charge and spin ... 117.6 kJ/mol
Max |F| ... 4.51 eV/A
Molar mass ... 72.07 g mol⁻¹
HOMO ... -10.70 eV
SMILES ... N#C[C@H](N)O



No. 5
C27H37N2O13P4Tl | the ωB97M-V functional and the def2-TZVPD basis

Geometry as XYZ:
```
84
Properties=species:S:1:pos:R:3:mulliken_charge:R:1
C 1.74 -3.58 -0.61 -0.3431
H -2.13 -2.19 5.38 0.3112
H 1.16 -5.30 -1.76 0.3520
O -4.19 -0.12 -4.80 -0.6363
O -2.96 3.91 4.90 -0.5008
H -4.57 -1.01 -4.76 0.4614
H 1.55 -1.64 -3.94 0.3395
O -3.54 0.70 0.23 -0.5087
C -2.77 -1.69 4.66 -1.5007
H -1.53 -3.57 -0.20 0.0115
H 4.05 1.39 -0.76 0.5756
O -1.57 1.54 -2.36 -0.6131
Tl -0.85 -0.31 -0.45 1.5367
H -4.02 1.41 -1.22 0.4353
H -2.67 -3.90 2.65 0.4567
H 1.04 -4.04 -3.89 0.3279
H -2.30 3.22 5.10 0.3835
C 3.72 1.76 -5.35 -0.5080
H -1.66 0.38 -5.50 0.3883
C -2.21 3.04 2.81 0.0850
H 5.42 1.10 -6.49 0.3520
C 2.01 -2.22 -0.63 0.0014
O -4.04 4.57 3.09 -0.5631
O -3.03 2.46 -4.26 -0.5759
H 2.08 2.17 -4.01 0.3770
O -1.97 -2.06 -2.22 -0.2161
H -0.90 -0.39 -4.09 0.2532
H 0.80 -4.67 2.41 0.1832
H -0.96 -4.80 0.95 0.2166
C -0.84 3.08 2.96 -0.7209
C -1.76 -0.40 -4.75 -1.7514
C -2.28 -3.29 1.82 -0.8414
H -1.29 -0.29 3.91 0.3737
H -2.62 -4.84 0.33 0.4141
H -3.10 -2.64 1.48 0.3764
N -1.28 1.57 1.42 0.1273
C 5.12 -0.09 -4.72 -0.6643
H 4.59 -1.11 -2.92 0.3103
H -2.65 3.29 -3.96 0.3449
C 3.25 0.52 -3.32 -0.1633
C 1.63 -2.18 -3.00 -0.3377
C 3.45 0.52 -0.50 -1.1099
C 1.97 -1.50 -1.83 0.1579
C 2.86 0.83 0.91 0.2999
H 5.97 -0.73 -4.92 0.3709
O 1.64 1.21 0.92 -0.7453
H 2.24 -1.71 0.30 0.0814
H 0.19 -2.54 4.53 0.4204
H 3.47 2.56 -6.04 0.3783
H 1.61 -4.52 3.97 0.4422
O -4.14 1.71 -2.17 -0.5489
O -4.71 1.49 2.00 -0.7590
H 0.66 1.86 1.89 0.3270
C -0.13 -3.22 3.74 -0.8235
C 1.40 -4.24 -1.78 -0.5047
C -1.82 -4.17 0.66 -0.8109
C 1.09 -3.96 3.19 -1.0798
C 1.34 -3.54 -2.98 -0.6393
H -1.81 -1.38 -5.24 0.3801
C -1.97 -1.05 3.52 -0.0861
P -3.29 -1.72 -2.85 0.4012
C -3.17 3.89 3.55 0.4783
H 1.80 -3.26 2.75 0.2047
C -3.70 1.39 1.30 0.0044
H -0.85 -3.92 4.17 0.4533
O 3.61 0.66 1.88 -0.7857
C 4.35 -0.30 -3.59 -0.0626
H -4.02 -0.85 -0.94 0.4200
O -4.38 -1.30 -1.73 -0.5869
H 1.77 -4.12 0.33 0.2868
C 2.95 1.54 -4.21 -0.3058
H 4.11 -0.34 -0.44 0.4071
P 2.16 0.33 -1.82 0.6912
P -2.88 1.39 -3.05 0.3529
C -3.05 -0.20 -3.94 1.2793
O -3.98 -2.64 -3.81 -0.8769
C 4.81 0.94 -5.60 -0.3894
H -2.65 -0.53 2.84 -0.1805
C -2.44 2.06 1.81 0.1698
H -3.35 -0.93 5.19 0.4354
N -0.32 2.19 2.10 0.0359
P -0.96 -2.16 2.45 0.4514
H -0.22 3.70 3.58 0.5219
H -3.48 -2.42 4.27 0.2934
```

Calculated values
ΔE to the lowest compared entry with this formula, charge and spin ... 139.7 kJ/mol
Net charge ... -2
Max |F| ... 0.86 eV/A
Molar mass ... 925.87 g mol⁻¹
HOMO ... -3.22 eV



No. 6
C4H3BrO | the ωB97M-V functional and the def2-TZVPD basis

Geometry as XYZ:
```
9
Properties=species:S:1:pos:R:3:mulliken_charge:R:1
H -0.62 1.12 1.11 0.2817
H -1.73 -1.23 -0.63 0.3094
C -1.65 -0.59 0.16 -0.6737
H -2.61 -0.50 0.58 0.2861
C 2.04 0.01 -1.04 -0.3536
C -0.63 0.26 0.39 -0.1409
Br 3.26 -0.74 0.28 -0.1412
C 0.69 0.29 -0.37 0.6613
O 1.26 1.38 -0.48 -0.2292
```

Calculated values
ΔE to the lowest compared entry with this formula, charge and spin ... 374.9 kJ/mol
Max |F| ... 2.76 eV/A
Molar mass ... 146.97 g mol⁻¹
HOMO ... -8.84 eV
SMILES ... C=CC1=C(Br)O1



No. 7
C3H3N2O | the ωB97M-V functional and the def2-TZVPD basis

Geometry as XYZ:
```
9
Properties=species:S:1:pos:R:3:mulliken_charge:R:1
H 0.96 -1.36 0.23 0.3091
O -2.68 0.69 0.41 -0.1756
C -0.69 -0.08 -0.64 0.1049
H -0.52 -0.53 -1.69 0.3810
N 2.53 1.15 0.13 -0.2140
H 0.04 -0.26 1.23 0.2861
N -1.73 0.37 -0.14 0.5405
C 1.63 0.45 0.15 0.1175
C 0.47 -0.43 0.32 -0.3495
```

Calculated values
ΔE to the lowest compared entry with this formula, charge and spin ... 464.5 kJ/mol
Net charge ... +1
Max |F| ... 2.85 eV/A
Molar mass ... 83.07 g mol⁻¹
HOMO ... -16.76 eV
SMILES ... N#CCC=[N+]=O



No. 8
C5H15N3 | the ωB97M-V functional and the def2-TZVPD basis

Geometry as XYZ:
```
23
Properties=species:S:1:pos:R:3:mulliken_charge:R:1
H -2.63 -1.08 2.24 0.2730
H 2.39 2.03 -0.26 0.2084
H 0.19 1.36 -0.57 0.1979
H -0.63 0.90 2.82 0.2127
H 1.22 -1.11 -0.14 0.2303
H -1.29 -0.22 3.82 0.2303
H 0.90 -2.11 -1.42 0.3951
C -1.87 -0.41 1.78 -0.3912
H -1.44 -0.45 -0.64 0.3008
N -0.81 -1.27 -0.42 -0.5176
H -0.12 -0.15 -2.77 0.4110
N 2.22 1.65 -1.14 -0.5887
H 0.29 2.13 -2.18 0.2472
N -1.41 0.34 2.94 -0.5998
C 0.82 1.40 -1.44 -0.2136
C 0.69 0.01 -2.10 -0.7870
C 0.57 -1.19 -1.07 -0.5911
H 2.49 2.36 -1.81 0.2297
H -0.29 -2.12 1.60 0.4908
H 0.17 -0.67 1.35 0.2822
C -0.67 -1.24 1.15 -0.6677
H -2.42 0.11 1.00 0.3100
H 1.62 -0.27 -2.73 0.3374
```

Calculated values
ΔE to the lowest compared entry with this formula, charge and spin ... 275.7 kJ/mol
Max |F| ... 4.08 eV/A
Molar mass ... 117.20 g mol⁻¹
HOMO ... -8.51 eV
SMILES ... NCCCNCCN



No. 9
C6H9F3NO2S | the ωB97M-V functional and the def2-TZVPD basis

Geometry as XYZ:
```
22
Properties=species:S:1:pos:R:3:mulliken_spin:R:1
H 0.61 1.13 1.96 0.0019
C 1.16 -0.92 -1.48 0.0516
F -1.40 1.78 0.65 0.0084
C 1.15 -0.69 1.07 0.0334
O -1.93 -1.34 1.42 0.1890
F -3.33 0.83 0.11 0.0349
H -1.70 -0.45 -1.89 0.0007
C -1.47 -0.17 -0.83 0.8051
H 2.77 1.21 -0.27 -0.0020
C 1.15 -0.26 -0.34 0.0851
C 1.63 1.10 0.05 0.0174
N 1.41 0.72 1.49 -0.0002
S -1.88 -1.54 0.02 0.5730
C -2.12 1.12 -0.44 -0.0055
H 0.23 -1.13 1.44 -0.0002
O -1.41 -2.77 -0.58 0.2022
H 1.06 1.94 -0.23 0.0028
H 0.93 -1.88 -1.65 -0.0062
H 2.24 0.89 2.08 0.0000
H 1.10 -0.26 -2.42 0.0041
H 2.02 -1.32 1.16 0.0009
F -2.23 2.02 -1.32 0.0037
```

Calculated values
ΔE to the lowest compared entry with this formula, charge and spin ... 43.8 kJ/mol
2S+1 ... 3
Net charge ... +1
Max |F| ... 6.06 eV/A
Molar mass ... 216.20 g mol⁻¹
HOMO (alpha / beta) ... -11.68 / -14.79 eV



No. 10
C3H12N2O2 | the ωB97M-V functional and the def2-TZVPD basis

Geometry as XYZ:
```
19
Properties=species:S:1:pos:R:3:mulliken_spin:R:1
O 2.85 -0.54 2.36 0.1066
H 0.46 0.89 -2.73 0.0153
H 2.80 -1.48 2.33 -0.0547
H -3.78 -4.68 -0.09 -0.0599
C -0.41 0.27 0.13 0.7024
H -0.54 0.17 2.20 -0.2570
H -3.11 -5.95 0.51 -0.0416
H 0.48 2.91 -0.09 -0.0157
H 1.04 0.33 1.48 0.0097
N 0.02 0.62 1.43 0.2921
N 0.22 0.21 -0.97 0.0361
H -0.06 3.49 -1.77 -0.0115
H -1.51 0.55 0.04 0.0161
H 1.58 3.02 -1.61 0.0041
H 3.39 -0.44 1.53 -0.0071
H -1.08 1.58 -1.82 -0.0079
O -2.96 -5.05 0.14 0.1696
C 0.05 1.36 -1.81 0.0374
C 0.57 2.74 -1.24 0.0660
```

Calculated values
ΔE to the lowest compared entry with this formula, charge and spin ... 266.3 kJ/mol
2S+1 ... 2
Net charge ... -1
Max |F| ... 4.54 eV/A
Molar mass ... 108.14 g mol⁻¹
HOMO (alpha / beta) ... 0.85 / -2.59 eV



No. 11
C35H53CaN4OP2 | the ωB97M-V functional and the def2-TZVPD basis

Geometry as XYZ:
```
96
Properties=species:S:1:pos:R:3:mulliken_charge:R:1
C -3.11 -2.70 0.18 -1.6663
H -4.00 1.55 1.78 0.3014
C 4.46 -0.13 1.72 -1.9030
C 3.74 -0.19 -1.64 1.8932
C -3.48 2.21 1.08 -1.4966
C 3.03 -0.40 -2.98 -1.3784
H 5.44 -2.30 0.26 0.2970
H 3.58 0.13 -3.77 0.6556
H 3.29 -2.01 3.32 0.6429
C 0.84 4.01 -6.13 -0.3250
H -0.75 -4.49 -3.96 0.3965
H -3.33 3.67 -1.27 0.6311
C 2.73 -1.86 2.39 -1.9054
H -2.10 0.38 -2.71 0.5236
C 4.70 -2.54 1.02 -1.8039
C -1.01 -2.43 4.13 -1.0060
H 1.95 -1.13 2.59 0.1747
C -5.12 -1.59 -0.76 -1.8533
H 5.63 -0.39 -2.62 0.5248
H -2.43 2.29 1.41 0.0783
H 4.20 -3.47 0.74 0.3046
N -0.68 -1.18 2.30 0.6122
C 0.56 2.62 2.02 0.2857
H -1.12 -3.22 4.85 0.5142
C -2.84 2.68 -1.31 -1.7884
H 0.97 4.55 -7.07 0.3945
H -2.35 -2.52 -3.92 0.4838
C 3.71 -1.41 1.29 1.9039
C 0.41 1.96 -2.49 -0.0556
H 3.79 0.74 1.82 0.2386
Ca 0.03 0.06 0.40 1.7845
C -2.43 -0.51 -2.14 -1.0862
C -3.91 -1.39 0.17 2.1365
C 0.49 4.72 -4.97 -0.6908
P 2.67 -0.95 -0.25 0.9478
H 0.89 0.84 -4.85 0.4312
C -5.06 1.67 -0.80 -2.0363
H -5.18 1.24 -1.81 0.3378
H 1.25 2.06 -7.00 0.3943
H -0.67 -0.89 6.51 0.3448
H -5.75 -0.69 -0.83 0.2782
C -4.39 -1.06 1.59 -1.8860
N -1.14 -1.09 4.46 0.1872
H -2.41 -0.95 6.13 0.3356
C -0.72 -2.48 2.80 -0.8186
H 3.01 -1.46 -3.26 0.3474
H 0.07 4.56 -2.83 0.4364
N -0.30 -1.58 -1.41 1.6340
C 0.48 -3.64 -2.40 -0.9143
H -2.92 -3.07 -0.84 0.3403
H 4.34 1.83 -2.17 0.5012
H -3.92 3.21 1.17 0.4940
O 0.87 3.62 2.49 -0.1833
H -1.47 0.53 5.75 0.3121
C 0.99 2.62 -6.10 -0.7861
H 2.46 -3.36 -0.63 0.1559
H -3.56 -0.80 2.26 0.1840
H 0.35 5.81 -4.99 0.3934
N 0.31 1.49 -1.41 -0.1928
H 4.92 -0.30 2.70 0.5138
C -1.50 -2.59 -3.24 -0.8287
C 3.84 1.32 -1.33 -1.5917
H -5.73 -2.39 -0.31 0.5117
H 4.43 1.51 -0.43 0.3030
C -1.43 -0.57 5.79 -0.9167
H -0.50 -3.35 2.19 0.5558
C -3.59 1.72 -0.37 1.7682
H -5.13 -0.24 1.60 0.3124
C 5.12 -0.83 -1.75 -2.0871
C -0.60 -3.66 -3.26 -0.9417
H 2.86 1.78 -1.20 0.0810
C -0.95 -0.36 3.33 -0.5981
C -1.35 -1.61 -2.26 -0.3245
H -2.15 -2.59 0.70 -0.0331
H 1.24 -4.42 -2.38 0.5210
C 0.33 4.04 -3.76 -0.3384
H 5.05 -1.91 -1.93 0.3892
C 1.94 -2.43 -0.82 -1.2471
C 0.69 -2.53 -1.54 0.2476
H 2.25 -2.81 2.13 0.2613
H 5.26 0.13 1.03 0.2678
H 5.77 -0.65 -0.88 0.3328
H -4.89 -1.94 2.01 0.5518
H -1.79 2.83 -1.01 0.0714
H -2.85 2.35 -2.35 0.3696
H -3.37 -0.83 -2.59 0.4669
H 5.25 -2.73 1.96 0.5293
H -3.69 -3.47 0.71 0.6102
P -2.76 0.00 -0.40 0.7477
H -5.69 1.12 -0.09 0.3437
H 2.00 -0.03 -2.98 -0.3327
C 0.81 1.93 -4.90 -0.1604
H -0.97 0.73 3.32 0.1695
H -4.83 -1.91 -1.76 0.3616
H -5.45 2.70 -0.83 0.5451
C 0.51 2.64 -3.72 0.5110
```

Calculated values
ΔE to the lowest compared entry with this formula, charge and spin ... 0.0 kJ/mol
Net charge ... +1
Max |F| ... 4.03 eV/A
Molar mass ... 647.86 g mol⁻¹
HOMO ... -8.05 eV



No. 12
C12H22BrN4Zr | the ωB97M-V functional and the def2-TZVPD basis

Geometry as XYZ:
```
40
Properties=species:S:1:pos:R:3:mulliken_charge:R:1
H -1.88 2.15 -0.32 0.3431
H 0.27 -2.73 1.52 0.3725
H -2.18 -1.76 0.19 0.3223
H 1.64 -1.25 2.60 0.4130
H -0.52 2.76 0.28 0.3137
H -2.03 2.76 2.08 0.5171
Br 0.14 -0.37 -6.92 0.0389
H -1.37 -3.16 1.93 0.5247
C -0.84 -1.17 2.57 -0.8198
C -0.43 1.09 -4.59 -0.6570
N -1.12 1.93 0.33 -0.6534
C -0.57 1.29 2.66 -0.8463
H 0.24 2.02 2.71 0.4204
H 0.82 -1.79 -2.28 0.2376
C 0.45 -0.96 -2.89 -0.4679
C -1.66 1.80 1.74 -0.6880
H 2.72 0.53 -0.45 0.3388
Zr -0.04 0.02 -0.25 1.4571
N 2.19 -0.03 0.23 -0.5952
H 2.62 -0.96 0.17 0.3356
C 1.43 -0.18 2.58 -0.8090
C -0.06 0.25 -2.32 0.8286
C -0.48 1.27 -3.23 -0.2390
H 1.58 0.19 3.60 0.4105
C -0.74 -2.33 1.60 -0.6310
H 3.42 0.36 1.94 0.5059
H 0.90 -2.07 -4.67 0.4584
H -2.51 1.12 1.69 0.3756
C 0.51 -1.15 -4.25 -0.8837
N 0.00 0.00 2.16 0.4958
H -0.56 -1.50 3.57 0.4051
H -1.88 -0.83 2.64 0.4131
H 2.22 1.59 1.58 0.3653
C 0.07 -0.13 -5.11 0.0993
H -1.01 -2.65 -0.46 0.3537
N -1.17 -1.90 0.21 -0.6136
H -0.76 1.86 -5.27 0.4524
H -0.95 1.18 3.68 0.3909
C 2.39 0.51 1.62 -0.6445
H -0.86 2.21 -2.86 0.3587
```

Calculated values
ΔE to the lowest compared entry with this formula, charge and spin ... 0.0 kJ/mol
Net charge ... +3
Max |F| ... 1.48 eV/A
Molar mass ... 393.46 g mol⁻¹
HOMO (alpha / beta) ... -17.64 / -17.64 eV